# C19H34F3O19S4

5 unconnected molecules or ions with the total composition C19H34F3O19S4 (the ωB97M-V functional and the def2-TZVPD basis, OMol25).

Total charge = -1

Structure (XYZ):
```
79
C19H34F3O19S4 | OMol25 | the ωB97M-V functional and the def2-TZVPD basis
C -0.9480 3.3689 -4.0653
C -0.2775 1.9365 -3.8888
O -0.1281 1.1888 -5.1264
C 0.0963 -0.1893 -4.9102
O -0.1904 -0.9545 -5.8721
C 0.7218 -0.8554 -3.6130
C 2.3081 -1.1375 -3.7770
C 2.7510 -1.9495 -2.4630
C 3.1085 -0.9710 -1.2250
C 1.9492 -1.0147 -0.0958
C 2.4102 -1.6660 1.2969
O 1.5849 -2.7855 1.7368
C 0.2219 -2.3883 1.9237
C -0.5155 -3.1225 3.1277
F -1.2025 -4.3041 2.7130
F -1.5557 -2.2347 3.5574
F 0.2957 -3.3586 4.2573
H -1.9660 3.2193 -4.5829
H -1.1834 3.7521 -3.0071
H -0.2962 4.1417 -4.5805
H -0.9217 1.2992 -3.1797
H 0.7632 1.9665 -3.3932
H 0.1514 -1.8402 -3.4427
H 0.6082 -0.2586 -2.6520
H 2.5461 -1.6590 -4.7606
H 2.8752 -0.1350 -3.7723
H 1.9226 -2.6953 -2.1480
H 3.6921 -2.5525 -2.7078
H 4.0463 -1.4063 -0.7248
H 1.6306 0.0793 0.0715
H 1.0475 -1.5673 -0.5429
H 2.3981 -0.8467 2.0946
H 3.4945 -2.0457 1.2517
H 0.0861 -1.2660 2.0652
H -0.3422 -2.6707 0.9673
C -0.7502 8.8430 -5.4346
C -0.8271 7.6494 -6.3734
O -1.1679 6.5435 -5.5377
S -2.1021 7.0666 -4.3203
O -3.4697 6.8237 -4.6674
O -1.5245 6.6296 -3.0863
O -1.8094 8.6527 -4.4954
H 0.1951 8.8530 -4.8850
H -0.8733 9.7901 -5.9605
H 0.1144 7.4652 -6.8902
H -1.6266 7.7763 -7.1091
C 3.3141 -4.9323 5.6353
C 3.6488 -3.8057 4.6718
O 5.0254 -3.5068 4.9153
S 5.7926 -4.8666 5.3516
O 6.4395 -5.4106 4.1959
O 6.4816 -4.6223 6.5824
O 4.4767 -5.7627 5.6631
H 3.1439 -4.5503 6.6459
H 2.4442 -5.5051 5.3135
H 3.0293 -2.9239 4.8318
H 3.5527 -4.1329 3.6327
C -3.3256 6.9569 1.1940
C -2.2827 6.7314 0.1108
O -1.0935 6.3668 0.8125
S -1.4999 5.5560 2.1576
O -1.3963 4.1544 1.8876
O -0.8578 6.1807 3.2734
O -3.0734 5.9521 2.1763
H -3.1987 7.9350 1.6670
H -4.3429 6.8689 0.8117
H -2.1139 7.6203 -0.4961
H -2.5619 5.8968 -0.5381
C -3.8357 -6.5134 4.0869
C -2.8829 -6.6363 2.9093
O -2.5754 -8.0299 2.8256
S -3.8631 -8.8859 3.3134
O -4.5961 -9.2982 2.1540
O -3.4397 -9.8014 4.3285
O -4.6733 -7.6694 4.0168
H -3.2950 -6.5414 5.0370
H -4.4359 -5.6046 4.0386
H -1.9759 -6.0493 3.0461
H -3.3697 -6.3409 1.9753
```



# C46H82F19N5O18P3

7 unconnected molecules or ions with the total composition C46H82F19N5O18P3 (the ωB97M-V functional and the def2-TZVPD basis, OMol25).

Total charge = +1

Structure (XYZ):
```
173
C46H82F19N5O18P3 | OMol25 | the ωB97M-V functional and the def2-TZVPD basis
C -0.6504 -0.9779 1.5739
C -0.7129 -2.5656 1.1605
C 0.5404 -3.3402 1.8798
C 1.9988 -3.1168 1.1649
C 1.9416 -2.4646 -0.3385
C 3.4378 -2.6541 -1.0012
C 3.3220 -2.3406 -2.6080
C 3.5629 -0.7548 -2.9490
C 5.0374 -0.2341 -2.4309
C 5.5269 1.1786 -3.1287
C 4.3864 2.3649 -3.0064
C 4.5669 3.0776 -1.5190
C 3.2002 2.9086 -0.5662
N 3.0084 4.0347 0.4200
C 3.4066 3.7050 1.8564
P 5.3225 3.3226 1.8512
N 5.6980 1.8066 1.4960
P 2.4467 2.2406 2.6384
N 3.5814 1.2850 3.6948
O 1.2063 2.7467 3.7472
C 3.3463 5.0467 2.8600
O 2.8324 6.2139 2.1299
C 1.5431 5.8774 1.5020
F 0.6487 5.4495 2.6397
C 1.6486 4.7557 0.2902
O 0.6175 3.7172 0.3485
C -0.7467 4.1910 0.1534
C -1.6552 3.2397 -0.8824
N -3.0710 3.0185 -0.3834
C -4.0278 2.8310 -1.5480
C -5.3840 1.9749 -1.1843
C -5.1982 0.8998 0.0523
O -6.5873 2.8307 -0.9699
P 1.6347 5.7138 -1.4086
N 0.9518 4.8168 -2.6153
O 3.2053 6.1712 -1.9798
O 0.6023 7.1557 -1.3631
H 0.4379 -0.5566 1.3945
H -0.8933 -0.8652 2.7353
H -1.4198 -0.4003 0.8980
H -0.8121 -2.7531 0.0060
H -1.7139 -2.9974 1.6441
H 0.3853 -4.5146 1.9875
H 0.6270 -2.9239 2.9772
H 2.7433 -2.4772 1.8153
H 2.4989 -4.1883 1.0481
H 1.1194 -3.0171 -0.9732
H 1.7437 -1.2989 -0.2370
H 4.1666 -1.9546 -0.4097
H 3.8601 -3.7555 -0.9030
H 2.2338 -2.6118 -3.0149
H 4.0936 -2.9490 -3.2696
H 3.3941 -0.5672 -4.1089
H 2.7632 -0.0695 -2.3936
H 5.8251 -1.0510 -2.7636
H 5.0962 -0.1251 -1.2507
H 6.5525 1.4726 -2.6127
H 5.7843 0.9694 -4.2675
H 3.2910 2.0094 -3.2129
H 4.6363 3.1814 -3.8270
H 5.5144 2.5486 -1.0255
H 4.8745 4.1932 -1.6833
H 2.3301 2.8001 -1.3684
H 3.2911 1.8346 -0.0859
H 3.7166 4.7802 0.1374
H 5.8321 3.6114 3.1759
H 5.8727 4.2122 0.8406
H 4.8112 1.2822 1.3570
H 3.7935 1.8068 4.5734
H 3.0198 0.4332 3.9856
H 1.7144 3.0430 4.5818
H 2.7780 4.8142 3.8768
H 4.4377 5.3735 3.2223
H 1.0809 6.9113 1.1565
H -1.2954 4.0441 1.2061
H -0.8786 5.3244 -0.0978
H -1.1438 2.1837 -1.0333
H -1.7404 3.7648 -1.9281
H -3.3283 3.8988 0.1315
H -4.3987 3.8708 -1.9899
H -3.4425 2.2656 -2.3951
H -5.6241 1.3169 -2.1494
H -6.3013 0.6043 0.3906
H -4.7253 -0.0823 -0.3989
H -4.5809 1.3201 0.9616
H -6.7133 3.4124 -1.8004
H 0.6802 3.8860 -2.2398
H 3.3657 7.1063 -1.6465
H -0.2532 6.9465 -1.8452
C -9.8570 -3.2211 1.4790
C -8.9645 -4.4385 1.3223
O -7.7272 -4.0790 0.6887
C -6.7710 -3.5255 1.5021
O -6.9272 -3.3282 2.7040
C -5.4942 -3.2385 0.7140
F -5.7398 -2.6382 -0.4867
F -4.7975 -4.3775 0.4325
F -4.6312 -2.4189 1.3762
H -10.0068 -2.7270 0.5141
H -10.8305 -3.5047 1.8882
H -9.4033 -2.4823 2.1474
H -9.4540 -5.1692 0.6713
H -8.7824 -4.9345 2.2829
C 6.6511 8.0714 4.2076
C 6.8239 7.6634 2.7561
O 8.2158 7.6203 2.4063
C 8.8948 6.4852 2.7704
O 8.3802 5.5424 3.3654
C 10.3453 6.5499 2.2954
F 10.9301 7.7561 2.5508
F 10.4543 6.3535 0.9495
F 11.1411 5.6129 2.8818
H 7.1636 9.0180 4.4048
H 5.5918 8.1823 4.4552
H 7.0873 7.3273 4.8816
H 6.3566 8.4111 2.1081
H 6.3372 6.7042 2.5436
C -10.7881 -10.6558 -0.4584
C -10.3420 -10.8942 0.9724
O -9.7863 -9.6953 1.5341
C -10.6883 -8.7750 2.0050
O -11.9059 -8.9278 1.9623
C -9.9649 -7.5769 2.6176
F -8.9377 -7.1275 1.8397
F -9.4187 -7.8730 3.8324
F -10.7822 -6.5062 2.8192
H -9.9644 -10.2539 -1.0565
H -11.1382 -11.5857 -0.9149
H -11.5998 -9.9226 -0.5020
H -9.5496 -11.6487 0.9874
H -11.1605 -11.2748 1.5945
C 2.8216 4.3597 -6.2657
C 1.9249 3.9621 -7.4237
O 2.6891 3.3212 -8.4566
C 2.9704 1.9924 -8.2631
O 2.6124 1.3548 -7.2767
C 3.7411 1.4263 -9.4545
F 4.7553 2.2432 -9.8623
F 2.9404 1.2434 -10.5442
F 4.3116 0.2170 -9.1950
H 3.6537 4.9772 -6.6176
H 2.2578 4.9180 -5.5133
H 3.2602 3.4791 -5.7854
H 1.4812 4.8587 -7.8669
H 1.0975 3.3223 -7.0951
C -8.1232 -4.9542 -4.7036
C -7.1920 -5.6819 -3.7514
O -7.9397 -6.5185 -2.8554
C -8.3293 -7.7371 -3.3511
O -8.0778 -8.1239 -4.4890
C -9.0686 -8.5412 -2.2831
F -9.9940 -7.7976 -1.6101
F -8.2212 -9.0387 -1.3364
F -9.7412 -9.6111 -2.7911
H -8.8853 -4.3994 -4.1477
H -7.5647 -4.2568 -5.3339
H -8.6530 -5.6584 -5.3530
H -6.6581 -4.9531 -3.1341
H -6.4349 -6.2637 -4.2899
C 6.8768 0.5251 5.3455
C 7.8080 -0.2026 6.2977
O 7.0603 -1.0393 7.1936
C 6.6707 -2.2578 6.6980
O 6.9222 -2.6447 5.5600
C 5.9314 -3.0619 7.7659
F 5.0060 -2.3184 8.4389
F 6.7788 -3.5594 8.7127
F 5.2588 -4.1319 7.2580
H 6.1147 1.0798 5.9013
H 7.4353 1.2225 4.7151
H 6.3470 -0.1791 4.6961
H 8.3419 0.5261 6.9150
H 8.5651 -0.7845 5.7592
```



# C42H92IN6O2S2

4 unconnected molecules or ions with the total composition C42H92IN6O2S2 (the ωB97M-V functional and the def2-TZVPD basis, OMol25).

Total charge = +1

Structure (XYZ):
```
145
C42H92IN6O2S2 | OMol25 | the ωB97M-V functional and the def2-TZVPD basis
C -2.8091 6.2442 1.2994
C -1.2295 5.7833 1.3166
N -0.5009 6.0615 0.0117
C 0.8669 5.4195 0.1161
C 1.7290 5.4061 -1.2853
C -1.2244 5.4919 -1.1895
S -1.9633 6.5641 -2.3043
S -1.3316 3.6556 -1.5657
C -2.2672 2.7527 -0.1820
C -1.2237 1.9470 0.8280
C -0.5992 0.7073 -0.0437
C 0.6937 -0.0426 0.7120
O 1.7430 0.9830 0.7843
C 2.9087 0.5564 1.5677
C 4.1126 1.6683 1.2328
N 4.9709 1.1338 0.1044
C 6.0047 0.2425 0.8102
C 6.9399 -0.5759 -0.2695
C 6.0211 -1.3694 -1.3984
O 7.8407 0.3282 -1.0078
C 0.1787 -0.3566 2.2329
C 0.7742 -1.7077 2.9291
C 1.4188 -1.5104 4.4221
C 0.4751 -0.7209 5.5016
C 0.7917 0.9194 5.5905
I -1.6760 -1.1025 5.3186
N 1.8177 -2.4520 2.1018
C 1.4001 -2.4670 0.6490
N 1.3375 -3.7266 0.0428
N 1.0050 -1.2442 -0.1389
C 1.9092 -0.9541 -1.3074
C 1.2959 -1.8297 -2.5941
C 1.5194 -0.9257 -3.9801
C 0.5194 0.3764 -4.0751
N 1.2153 1.6927 -3.7015
H -2.8172 7.4120 1.1414
H -3.4791 5.6537 0.5353
H -3.2570 6.0268 2.3823
H -0.6595 6.3194 2.2175
H -1.2278 4.6282 1.6100
H 0.7678 4.3030 0.4727
H 1.4424 5.9993 0.9757
H 2.8736 5.2724 -1.0042
H 1.5491 6.3314 -1.9801
H 1.4463 4.4259 -1.8980
H -2.8971 1.9126 -0.7228
H -2.9756 3.5013 0.3746
H -1.8892 1.4734 1.6899
H -0.3844 2.6283 1.2795
H -1.4256 -0.1468 -0.1393
H -0.2348 0.9858 -1.1201
H 2.7646 0.6067 2.7376
H 3.3121 -0.4747 1.1884
H 4.7064 1.9953 2.1869
H 3.5493 2.6300 0.8284
H 5.4459 1.8925 -0.4381
H 5.4797 -0.5545 1.5209
H 6.7023 0.9144 1.5031
H 7.5788 -1.4044 0.3039
H 6.6595 -1.7395 -2.3126
H 5.5826 -2.3258 -0.8420
H 5.1603 -0.6962 -1.8365
H 7.5359 0.4735 -1.9543
H 0.3276 0.6358 2.8559
H -1.0041 -0.5026 2.1613
H -0.1316 -2.4760 3.0508
H 1.7705 -2.5478 4.8956
H 2.4249 -0.8834 4.2934
H 0.7883 -1.1329 6.5771
H 1.8338 1.1926 5.0791
H 0.7454 1.3302 6.6910
H -0.0255 1.4517 4.9022
H 1.8855 -3.4417 2.4874
H 0.6043 -4.3808 0.4183
H 1.9077 -4.0085 -0.7850
H 1.9260 0.1557 -1.6768
H 2.9874 -1.4054 -1.1092
H 0.1395 -2.0558 -2.4695
H 1.8298 -2.8755 -2.6438
H 2.6697 -0.6108 -4.0218
H 1.3202 -1.6447 -4.9047
H 0.1392 0.5078 -5.1748
H -0.3762 0.2749 -3.2924
H 2.2292 1.6722 -3.9468
H 0.7161 2.5164 -4.1022
C -5.3745 -0.2953 3.4211
C -6.4106 0.3914 4.2971
C -6.3654 -0.0608 5.7588
C -6.6665 -1.5448 5.9980
C -8.0218 -2.0329 5.4803
C -9.2042 -1.3481 6.1488
H -5.5421 -1.3749 3.3675
H -5.4237 0.0988 2.4010
H -4.3631 -0.1206 3.8023
H -7.4083 0.2346 3.8772
H -6.2303 1.4727 4.2643
H -7.0685 0.5507 6.3366
H -5.3710 0.1590 6.1675
H -6.6086 -1.7384 7.0766
H -5.8775 -2.1541 5.5418
H -8.0951 -3.1110 5.6668
H -8.0870 -1.9054 4.3942
H -9.1785 -1.4951 7.2330
H -10.1429 -1.7682 5.7734
H -9.2171 -0.2736 5.9449
C -2.4961 -4.7940 2.3596
C -2.2023 -6.2625 2.6243
C -1.4901 -6.9582 1.4617
C -2.2768 -7.0138 0.1470
C -3.6465 -7.6925 0.2281
C -3.5696 -9.1590 0.6246
H -3.1811 -4.6645 1.5168
H -2.9631 -4.3394 3.2392
H -1.5744 -4.2439 2.1443
H -3.1311 -6.7836 2.8732
H -1.5632 -6.3332 3.5128
H -1.2267 -7.9764 1.7711
H -0.5380 -6.4468 1.2718
H -1.6652 -7.5378 -0.5983
H -2.4125 -5.9966 -0.2389
H -4.1246 -7.6245 -0.7564
H -4.3009 -7.1557 0.9236
H -2.9494 -9.7219 -0.0799
H -4.5708 -9.6019 0.6215
H -3.1546 -9.2850 1.6288
C 4.8520 1.7599 -6.6417
C 3.4399 2.1243 -7.0728
C 3.3355 2.5026 -8.5524
C 4.1358 3.7407 -8.9729
C 3.8012 5.0286 -8.2163
C 2.3641 5.4867 -8.4127
H 5.5373 2.6060 -6.7455
H 4.8575 1.4559 -5.5901
H 5.2390 0.9260 -7.2363
H 3.0607 2.9331 -6.4418
H 2.7883 1.2613 -6.8901
H 2.2784 2.6507 -8.8024
H 3.6711 1.6529 -9.1603
H 3.9738 3.9075 -10.0453
H 5.2071 3.5368 -8.8602
H 4.4694 5.8219 -8.5720
H 4.0084 4.9111 -7.1469
H 2.1468 5.6463 -9.4735
H 2.1964 6.4327 -7.8878
H 1.6501 4.7579 -8.0185
```



no.,HOMO-LUMO gap (eV)
1,3.53
2,7.80
3,5.80